A cluster of 14 separate species, C69H66O23 in total in a non-equilibrium geometry, computed with ωB97M-V/def2-TZVPD.

```
158
Properties=species:S:1:pos:R:3:forces:R:3:lowdin_charge:R:1
C 21.295662 22.714535 13.774987 0.2 0.2 -1.1 -0.03
C 20.732782 21.422588 14.305402 -1.2 -0.2 -0.4 -0.48
O 19.577842 21.384683 14.727874 1.6 -0.2 -0.1 0.03
C 21.487983 20.158775 13.946906 0.3 -0.7 1.3 -0.02
H 20.506176 23.449170 13.901556 0.1 0.3 0.0 0.07
H 21.382726 22.496046 12.664635 0.1 0.5 1.1 0.11
H 22.272049 23.126505 14.130350 -0.8 -0.8 -0.1 0.09
H 21.379882 19.964465 12.888242 0.0 0.1 -0.3 0.08
H 21.082870 19.295394 14.488138 -0.2 0.3 -0.2 0.06
H 22.558859 20.162020 14.208469 -0.3 0.4 -0.3 0.09
C 17.025885 20.677658 12.613843 -0.5 -1.6 -1.7 -0.01
C 17.885604 20.381951 11.384640 1.8 0.7 1.3 -0.50
O 18.931144 20.978205 11.150537 -1.1 -0.3 0.2 0.05
C 17.477323 19.206450 10.606602 0.2 -1.1 -2.1 -0.04
H 17.386015 21.525462 13.117132 0.3 1.0 0.8 0.05
H 16.994683 19.767873 13.251760 0.0 0.6 -0.3 0.09
H 16.022341 20.801597 12.172711 0.1 0.2 0.6 0.09
H 17.727864 18.293697 11.151326 -0.4 0.0 0.4 0.09
H 18.076817 19.079970 9.667509 -0.5 0.5 0.7 0.10
H 16.412419 19.230583 10.339107 0.2 -0.2 0.3 0.09
C 11.146899 15.990756 15.685955 -0.3 -0.5 -1.9 0.01
C 10.143134 15.909150 14.504809 0.6 -0.2 0.6 -0.48
O 9.817503 16.881856 13.879676 -0.1 0.8 -0.2 0.05
C 9.604079 14.541977 14.152228 0.2 1.1 0.2 0.00
H 12.120177 15.989163 15.176685 0.0 0.3 0.1 0.07
H 11.140220 15.073875 16.238173 -0.2 -0.3 0.8 0.05
H 11.022898 16.887946 16.264875 -0.1 0.2 0.3 0.08
H 10.376041 13.819781 14.326263 0.0 -0.8 0.1 0.06
H 9.177282 14.513347 13.162176 0.2 0.0 -0.4 0.08
H 8.767027 14.465388 14.825504 -0.3 -0.7 0.6 0.09
C 18.559232 17.546413 15.167004 -0.4 0.1 -0.8 -0.02
C 18.552863 16.821248 16.476050 -1.1 -1.3 0.4 -0.44
O 18.421201 15.595017 16.533653 0.4 1.8 0.0 0.05
C 18.579445 17.693956 17.736498 -0.2 0.9 -2.0 0.01
H 19.124332 18.451112 15.232398 0.6 0.6 0.0 0.05
H 17.571018 17.903553 14.820516 0.2 -0.3 0.6 0.07
H 18.891652 16.925372 14.345029 0.3 -0.3 0.0 0.09
H 17.624698 17.657769 18.239619 -0.1 -0.5 0.5 0.08
H 18.696327 18.742742 17.425573 0.0 -0.2 0.1 0.08
H 19.435692 17.460574 18.315126 0.5 -0.5 1.0 0.07
C 10.210184 10.553466 16.709762 1.4 1.1 -0.8 0.01
C 11.507586 10.772961 15.948902 0.0 0.2 -1.2 -0.44
O 11.534362 11.557644 15.000591 0.2 -0.7 1.2 0.02
C 12.734496 9.922573 16.297410 0.2 0.2 -0.2 -0.01
H 10.289148 10.960974 17.694971 0.0 0.3 0.7 0.06
H 10.059401 9.525427 16.793681 -0.4 -1.8 0.2 0.06
H 9.424948 11.016780 16.153886 -0.6 0.3 -0.2 0.08
H 13.100663 10.190846 17.327536 -0.4 -0.6 -0.8 0.08
H 13.529041 10.156313 15.557977 -0.4 0.0 0.5 0.06
H 12.513033 8.824609 16.176207 0.1 1.1 0.6 0.10
C 17.808786 9.914452 11.427194 0.4 0.4 -0.9 0.01
C 17.149239 10.683854 12.270078 -1.8 -1.1 1.3 0.03
C 15.984793 9.987424 12.990577 -0.1 1.2 0.4 -0.32
O 15.326902 10.592258 13.845505 0.8 -1.0 -1.1 0.02
C 15.649752 8.560683 12.635468 0.1 0.3 0.5 0.02
C 16.265104 7.895153 11.651255 -0.4 0.4 0.8 0.03
C 17.423616 8.568142 10.986675 0.1 -2.3 -1.0 -0.36
O 18.050122 7.943079 10.123660 -0.6 1.3 1.1 0.09
H 18.631210 10.291233 10.873409 0.8 0.3 -0.4 0.12
H 17.351286 11.725251 12.533635 0.1 -0.5 -0.1 0.12
H 14.918370 8.081117 13.294481 0.0 0.3 -0.4 0.12
H 15.940256 6.862578 11.445701 0.6 0.6 -0.3 0.13
C 13.134391 11.506005 12.020450 1.0 0.7 -0.2 0.01
C 11.986267 10.899344 11.971883 -2.5 -0.7 0.0 0.03
C 11.434014 10.273590 10.732166 2.1 0.4 0.7 -0.39
O 10.408110 9.659218 10.735871 -1.2 -0.4 -0.1 0.13
C 12.296260 10.379079 9.549791 0.5 1.5 -0.7 0.03
C 13.407785 11.143991 9.511917 -0.3 -1.8 -0.1 0.02
C 13.939385 11.616798 10.796195 -0.3 0.4 0.2 -0.41
O 15.014689 12.153108 10.883998 1.4 0.6 -0.3 0.10
H 13.565512 12.017729 12.872812 -0.3 -0.2 0.1 0.10
H 11.271220 10.842292 12.769031 0.1 0.1 0.7 0.10
H 11.847640 9.998273 8.669353 -0.1 -0.6 -0.9 0.11
H 14.060212 11.225924 8.626525 -0.6 0.2 0.5 0.14
C 12.064103 20.228606 14.137797 -0.9 -2.4 -0.1 0.01
C 12.869738 19.415825 14.843801 -0.1 0.2 -0.7 0.02
C 14.093717 19.984621 15.456321 0.9 -0.3 1.1 -0.35
O 14.776262 19.258660 16.172880 -0.1 0.6 -0.5 0.06
C 14.483018 21.450421 15.225216 -1.2 -2.4 -0.6 0.02
C 13.669538 22.141677 14.432544 0.6 1.8 -0.4 0.01
C 12.418815 21.593779 13.756711 1.4 -0.2 0.7 -0.39
O 11.883670 22.144964 12.832913 -0.2 0.6 -0.1 0.12
H 11.204323 19.714222 13.657480 0.4 0.9 0.2 0.13
H 12.724934 18.294560 14.858534 0.1 1.6 0.3 0.11
H 15.465108 21.730132 15.579905 -0.2 0.3 0.2 0.12
H 14.010876 23.169510 14.164830 -0.7 -0.8 0.0 0.13
C 14.492721 13.536642 15.356447 -0.8 0.0 2.4 0.03
C 15.139393 13.988858 14.329326 0.5 1.4 -0.2 0.01
C 15.616776 15.363476 14.356558 0.6 1.6 -0.4 -0.34
O 16.014191 15.850887 13.311804 0.3 0.2 0.1 0.08
C 15.517702 16.234807 15.586814 0.3 -0.5 -1.4 0.02
C 14.835401 15.774850 16.612423 0.0 0.5 0.6 0.01
C 14.319119 14.395215 16.615674 -0.5 -0.6 -0.2 -0.34
O 13.732934 13.968021 17.592627 0.1 -0.3 -0.3 0.08
H 14.073257 12.555388 15.362802 -0.4 -0.5 0.2 0.09
H 15.278210 13.513303 13.401281 0.2 -0.9 -1.0 0.10
H 15.942345 17.241760 15.530220 -0.5 -0.5 0.0 0.09
H 14.663878 16.445728 17.456764 -0.1 -0.6 0.1 0.13
C 12.158840 18.705504 20.055904 2.5 2.1 -1.9 0.00
C 11.179205 18.106341 20.627429 -2.9 0.2 1.5 0.01
C 11.399902 17.276557 21.813769 0.2 0.8 -1.7 -0.43
O 10.506433 16.967806 22.541232 -1.3 -0.6 1.1 0.13
C 12.771502 16.943490 22.078458 -0.2 -2.0 2.9 0.00
C 13.794920 17.507892 21.505879 0.9 1.1 -0.8 0.03
C 13.546266 18.574029 20.508245 0.8 -0.8 -0.3 -0.38
O 14.436421 19.292654 20.097977 -0.3 -0.1 0.1 0.11
H 12.105091 19.474795 19.294970 -0.6 0.0 -0.1 0.13
H 10.174529 18.505007 20.542022 -0.3 -0.6 -0.6 0.13
H 12.785049 16.290296 22.974261 0.7 0.1 -0.7 0.14
H 14.820033 17.366060 21.764385 0.5 -0.3 0.3 0.12
C 15.580863 10.786490 22.372371 -2.1 -1.4 0.0 0.07
C 15.148430 10.818994 21.103013 0.9 -0.3 2.6 -0.01
C 14.585262 9.609141 20.594889 0.2 -2.1 -2.0 -0.39
O 14.493634 9.520208 19.378956 -0.7 -0.3 -0.2 0.07
C 14.390244 8.348538 21.429806 0.1 1.9 0.4 0.02
C 14.564365 8.402127 22.737132 1.0 0.7 1.0 0.02
C 15.116392 9.683154 23.357112 -0.1 -0.2 0.8 -0.31
O 15.164859 9.765178 24.581329 0.3 0.4 -1.9 0.09
H 16.041131 11.660583 22.680010 1.2 1.3 1.4 0.09
H 15.464361 11.625739 20.471300 -0.3 0.2 -0.5 0.09
H 14.162762 7.422230 20.987330 -0.5 -0.7 -1.1 0.10
H 14.495648 7.528237 23.408782 -0.1 0.7 -0.4 0.13
C 18.861166 12.890920 18.173634 2.0 0.1 -1.2 0.00
C 19.348593 12.820520 16.928022 -0.6 0.0 -0.8 0.03
C 18.533171 12.246589 15.761155 0.7 1.8 0.2 -0.34
O 18.900072 12.379043 14.601336 0.0 -0.4 0.9 0.09
C 17.187678 11.773880 16.083565 -0.3 0.1 1.9 0.03
C 16.714706 11.852237 17.353720 0.4 -0.7 -2.6 0.05
C 17.491986 12.502520 18.397507 -0.5 -0.4 0.6 -0.41
O 16.905760 12.776286 19.416167 -0.3 0.5 1.4 0.09
H 19.530948 13.340668 18.915013 -0.9 -0.1 0.1 0.13
H 20.228022 13.394875 16.643923 0.2 -0.6 0.0 0.12
H 16.585990 11.501409 15.254952 -0.4 -0.6 -0.5 0.07
H 15.718904 11.496606 17.598960 0.1 0.2 0.2 0.12
C 11.656120 11.822984 20.832611 -1.2 0.6 1.1 0.03
C 11.586060 12.607712 19.789800 0.9 0.6 -2.6 0.01
C 10.537294 13.625186 19.550079 -1.6 0.3 1.9 -0.35
O 10.340363 14.168212 18.490191 0.4 -0.1 0.0 0.10
C 9.567232 13.863097 20.743135 1.9 -0.7 -1.3 0.05
C 9.654559 13.063768 21.792666 -1.0 -0.3 0.4 0.00
C 10.709654 12.060329 21.936393 0.6 -0.9 1.6 -0.38
O 10.857169 11.479611 23.011489 -0.2 0.4 -1.0 0.10
H 12.372141 11.072910 21.005966 0.8 -0.8 0.0 0.09
H 12.279931 12.533910 18.946525 0.0 0.0 0.3 0.11
H 8.852809 14.631687 20.642930 -0.8 0.7 -0.2 0.10
H 8.900160 13.012764 22.585866 0.4 0.4 -0.1 0.13
C 11.671857 14.921544 10.244810 -0.1 0.0 -1.5 0.05
C 11.660462 15.755373 11.284624 0.4 -1.6 -0.8 0.02
C 12.900592 16.370041 11.702009 0.8 1.1 -0.2 -0.36
O 12.870436 17.159109 12.626914 0.6 -0.1 0.2 0.10
C 14.150314 16.136222 10.887839 -1.0 0.1 0.5 0.03
C 14.145160 15.372584 9.810977 -0.9 -0.9 -0.7 0.02
C 12.901429 14.641613 9.374235 -0.3 -0.5 1.0 -0.33
O 12.862366 13.780358 8.502634 0.2 1.3 0.8 0.08
H 10.767212 14.475057 9.836850 0.1 -0.1 0.3 0.12
H 10.822446 15.903632 11.920398 -0.7 0.4 0.2 0.09
H 15.038048 16.636819 11.192990 0.5 0.3 0.4 0.09
H 15.033193 15.175215 9.250674 0.4 0.0 -0.4 0.12
```
Positions in Å, forces in eV/Å.

Computed properties:
Net charge: 0
Strongest force on any atom: 3.77 eV/Å
Spin multiplicity: 1
HOMO: -9.52 eV
ΔE to the lowest compared entry with this formula, charge and spin: 34.2 kcal/mol
LUMO level: -1.694 eV